Computed, not measured: a 2-piece molecular cluster, C5H14 overall, with ωB97M-V/def2-TZVPD.

```
19
Properties=species:S:1:pos:R:3:forces:R:3:nbo_charge:R:1
C 2.05872 0.18735 0.89570 -0.6 -0.4 -0.8 -0.611
C 0.80076 0.80687 1.49944 0.0 -0.5 0.2 -0.399
C -0.28603 -0.25008 1.64192 -0.5 0.1 0.9 -0.606
H 2.73098 0.88948 0.40147 0.2 0.1 0.5 0.211
H 1.75888 -0.49778 0.09379 0.0 0.0 0.0 0.198
H 2.52949 -0.45652 1.63615 0.4 0.3 0.0 0.206
H 1.04878 1.17219 2.49645 -0.1 0.3 0.0 0.196
H 0.39006 1.63389 0.91970 0.3 0.1 -0.1 0.198
H -0.60384 -0.66949 0.69035 0.1 0.1 0.1 0.201
H -0.00246 -1.06128 2.31504 0.4 -0.2 -0.2 0.200
H -1.15527 0.15427 2.17495 -0.1 0.2 -0.4 0.205
C -1.00963 0.47406 -1.80813 0.3 1.3 0.0 -0.616
C -1.26959 -1.01336 -1.78893 -1.2 0.3 -1.8 -0.625
H -0.08776 0.80933 -1.32268 0.1 -0.5 0.2 0.201
H -0.88294 0.86702 -2.82197 -0.2 -0.3 -0.1 0.207
H -1.78398 1.09897 -1.34895 -0.1 -0.4 0.0 0.204
H -2.18654 -1.22742 -2.36646 -0.2 0.4 0.4 0.205
H -1.45769 -1.42803 -0.80641 0.6 -0.4 -0.1 0.211
H -0.59192 -1.48946 -2.50143 0.7 -0.5 1.0 0.215
```
Positions in Å, forces in eV/Å.

## Properties
Highest occupied orbital energy   -11.32 eV
SMILES string   CCC.CC
Spin multiplicity   1
Frontier orbital gap   0.459 Ha
Net charge   0
E_LUMO   1.2 eV
Electronic energy   -5411.62576 eV